Entry 1:
{"formula": "C4H8O2", "method": "ωB97M-V with the def2-TZVPD basis set", "multiplicity": 2, "e_lumo_ha": [0.142, 0.064], "homo_lumo_gap_ev": [6.7, 4.3], "s2": 0.76, "homo_ev": [-2.85, -2.55], "charge": -1, "symbols": ["C", "O", "C", "C", "C", "O", "H", "H", "H", "H", "H", "H", "H", "H"], "xyz": [[-0.912, -1.725, 0.118], [-1.646, -2.144, 1.251], [-0.914, -0.114, 0.223], [0.274, 0.398, -0.524], [1.352, 1.555, 0.104], [2.297, 2.105, -0.686], [-1.517, -1.918, -0.846], [0.159, -1.931, -0.054], [-1.968, 0.350, 0.158], [-0.625, 0.084, 1.238], [0.275, 0.623, -1.645], [0.982, -0.429, -0.731], [0.547, 2.190, 0.400], [1.696, 0.955, 0.995]], "atomic_forces_ev_per_a": [[-2.768, 0.838, -0.186], [1.787, 0.289, -1.963], [-0.752, 0.286, 0.637], [3.090, 0.051, -3.888], [-0.093, -1.001, -0.713], [-1.376, -1.277, 0.714], [0.874, -0.064, 1.243], [-0.602, -0.790, 0.857], [1.703, -0.781, -0.566], [-0.040, -0.022, 0.990], [-1.294, 0.501, 1.142], [-0.112, -0.146, 0.809], [-0.538, 1.608, 1.013], [0.120, 0.506, -0.091]], "nbo_charge": [-0.1093, -0.3905, -0.3984, -0.5054, 0.0309, -0.8907, 0.1600, 0.1771, 0.2039, 0.2027, 0.1978, 0.1788, 0.0760, 0.0671]}

Entry 2:
{"formula": "C4H8O2", "method": "ωB97M-V with the def2-TZVPD basis set", "smiles": "C[C@@H](O)[C@H]1CO1", "e_lumo_ha": 0.039, "homo_lumo_gap_ev": 10.4, "homo_ev": -9.29, "charge": 0, "symbols": ["C", "C", "O", "C", "C", "O", "H", "H", "H", "H", "H", "H", "H", "H"], "xyz": [[1.766, -0.411, 0.791], [0.518, 0.390, 0.408], [0.999, 1.545, -0.264], [-0.541, -0.409, -0.487], [-2.194, -0.266, -0.678], [-1.200, 0.496, -1.307], [2.361, -0.696, -0.084], [2.415, 0.196, 1.437], [1.490, -1.312, 1.345], [0.005, 0.693, 1.325], [0.261, 1.969, -0.718], [-0.352, -1.455, -0.679], [-2.559, -0.134, 0.331], [-2.970, -0.606, -1.420]], "atomic_forces_ev_per_a": [[-0.242, -0.059, -0.011], [-0.632, -0.729, 0.227], [-0.356, -0.385, -0.167], [-0.477, 0.087, 0.337], [0.769, -0.026, 0.581], [-0.186, 0.118, -0.362], [-0.291, 0.061, 0.055], [-0.291, -0.088, -0.174], [0.015, 0.005, -0.048], [-0.038, 0.106, 0.176], [-0.087, -0.034, 0.008], [0.838, 0.161, -1.399], [-0.337, 1.489, -0.105], [1.314, -0.705, 0.883]], "nbo_charge": [-0.6230, 0.0694, -0.7135, 0.0534, -0.1461, -0.4839, 0.2174, 0.2246, 0.2073, 0.1559, 0.4829, 0.1852, 0.1752, 0.1953]}

Entry 3:
{"formula": "C4H8O2", "method": "ωB97M-V with the def2-TZVPD basis set", "smiles": "C=CC(C)=O.O", "e_lumo_ha": 0.013, "homo_lumo_gap_ev": 10.5, "homo_ev": -10.14, "charge": 0, "symbols": ["C", "C", "C", "C", "O", "H", "H", "H", "H", "H", "H", "O", "H", "H"], "xyz": [[-0.108, 1.553, 1.102], [-0.428, 0.338, 0.657], [0.564, -0.507, -0.076], [0.625, -1.959, 0.318], [1.307, -0.037, -0.916], [0.880, 1.973, 0.935], [-0.825, 2.144, 1.661], [-1.406, -0.093, 0.855], [1.047, -2.046, 1.325], [1.250, -2.513, -0.382], [-0.376, -2.394, 0.354], [-1.157, 1.083, -2.177], [-1.142, 1.633, -1.385], [-0.231, 0.825, -2.272]], "atomic_forces_ev_per_a": [[-0.100, -0.248, -0.047], [0.102, 0.291, 0.156], [0.204, 0.012, -0.075], [0.009, -0.106, -0.070], [-0.178, -0.074, 0.252], [-0.133, -0.072, -0.042], [0.097, -0.022, -0.032], [0.131, 0.012, 0.021], [-0.035, 0.056, -0.062], [-0.054, 0.075, 0.063], [0.019, 0.031, -0.016], [0.079, 0.091, -0.021], [-0.060, -0.056, -0.123], [-0.080, 0.011, -0.007]], "nbo_charge": [-0.3363, -0.3085, 0.5665, -0.7160, -0.5583, 0.2127, 0.2060, 0.2214, 0.2398, 0.2398, 0.2309, -0.9468, 0.4676, 0.4814]}

Entry 4:
{"formula": "C4H8O2", "method": "ωB97M-V with the def2-TZVPD basis set", "e_lumo_ha": 0.030, "homo_lumo_gap_ev": 9.3, "homo_ev": -8.52, "charge": 0, "symbols": ["C", "C", "O", "C", "C", "O", "H", "H", "H", "H", "H", "H", "H", "H"], "xyz": [[-2.115, -0.906, 0.553], [-0.107, 0.052, 1.186], [-0.770, -0.547, 0.217], [1.054, 0.762, 0.555], [1.622, 0.353, -0.809], [0.686, 0.388, -1.864], [-2.141, -1.476, 1.481], [-2.673, 0.021, 0.677], [-2.508, -1.472, -0.291], [0.588, 1.761, 0.458], [1.853, 0.893, 1.293], [2.099, -0.636, -0.729], [2.403, 1.068, -1.084], [0.008, -0.262, -1.643]], "atomic_forces_ev_per_a": [[-0.323, -0.124, 0.030], [0.074, 0.071, -0.566], [0.181, 0.278, 0.361], [0.032, 0.000, 0.093], [0.292, -0.007, 0.235], [-0.155, -0.158, -0.076], [0.064, -0.018, -0.085], [-0.101, -0.150, -0.010], [0.009, -0.031, 0.139], [0.095, 0.003, 0.038], [-0.101, -0.055, -0.099], [-0.090, 0.110, -0.029], [-0.030, -0.136, 0.076], [0.052, 0.217, -0.106]], "nbo_charge": [-0.2469, 0.2785, -0.5382, -0.5968, -0.0693, -0.7210, 0.2033, 0.1946, 0.1904, 0.2539, 0.2310, 0.1593, 0.1850, 0.4763]}

Entry 5:
{"formula": "C4H8O2", "method": "ωB97M-V with the def2-TZVPD basis set", "smiles": "COCCC=O", "e_lumo_ha": 0.037, "homo_lumo_gap_ev": 10.8, "homo_ev": -9.78, "charge": 0, "symbols": ["C", "O", "C", "C", "C", "O", "H", "H", "H", "H", "H", "H", "H", "H"], "xyz": [[1.870, 0.732, -0.360], [0.785, -0.106, -0.673], [0.199, -0.694, 0.469], [-1.290, -0.851, 0.184], [-1.801, 0.488, -0.321], [-1.916, 1.455, 0.396], [2.255, 1.127, -1.303], [2.673, 0.184, 0.155], [1.549, 1.569, 0.278], [0.325, -0.041, 1.345], [0.672, -1.663, 0.688], [-1.817, -1.117, 1.108], [-1.461, -1.632, -0.563], [-2.041, 0.549, -1.402]], "atomic_forces_ev_per_a": [[0.251, 0.181, 0.006], [-0.024, -0.028, -0.074], [-0.113, -0.081, 0.220], [-0.034, -0.055, -0.008], [-0.054, 0.225, 0.256], [0.026, -0.435, -0.320], [-0.016, -0.046, 0.136], [-0.088, 0.046, -0.078], [0.051, -0.120, -0.093], [-0.008, -0.047, -0.138], [-0.073, 0.146, 0.009], [0.058, 0.047, -0.148], [0.026, 0.124, 0.067], [0.000, 0.042, 0.167]], "nbo_charge": [-0.2469, -0.5523, -0.0524, -0.5303, 0.4572, -0.5279, 0.1955, 0.1656, 0.1730, 0.1793, 0.1776, 0.2342, 0.2143, 0.1130]}

Entry 6:
{"formula": "C4H8O2", "method": "ωB97M-V with the def2-TZVPD basis set", "smiles": "OC[C@H]1C[C@H]1O", "e_lumo_ha": 0.028, "homo_lumo_gap_ev": 10.8, "homo_ev": -10.01, "charge": 0, "symbols": ["O", "C", "C", "C", "C", "O", "H", "H", "H", "H", "H", "H", "H", "H"], "xyz": [[1.731, -1.326, -0.410], [1.285, -0.028, -0.738], [0.437, 0.578, 0.364], [-0.946, 1.146, 0.122], [-0.769, -0.185, 0.789], [-1.004, -1.344, 0.029], [0.933, -1.872, -0.356], [0.723, -0.023, -1.684], [2.190, 0.567, -0.889], [0.990, 1.100, 1.145], [-1.344, 1.150, -0.890], [-1.267, 1.980, 0.742], [-1.003, -0.294, 1.847], [-1.957, -1.450, -0.071]], "atomic_forces_ev_per_a": [[-0.121, -0.253, -0.033], [-0.057, 0.372, -0.184], [0.209, 0.345, 0.267], [-0.134, 0.034, -0.126], [-0.026, 0.134, 0.239], [-0.353, -0.105, -0.030], [0.215, 0.047, 0.053], [0.074, -0.062, 0.114], [-0.167, 0.022, -0.007], [-0.061, -0.353, -0.071], [0.127, -0.069, 0.115], [0.086, -0.133, -0.140], [0.081, 0.074, -0.157], [0.127, -0.054, -0.039]], "nbo_charge": [-0.7212, -0.0618, -0.2653, -0.4475, 0.0751, -0.7318, 0.4838, 0.1620, 0.1859, 0.2186, 0.2189, 0.2204, 0.1809, 0.4818]}

Entry 7:
{"formula": "C4H8O2", "method": "ωB97M-V with the def2-TZVPD basis set", "e_lumo_ha": 0.028, "homo_lumo_gap_ev": 9.5, "homo_ev": -8.70, "charge": 0, "symbols": ["C", "O", "C", "C", "C", "O", "H", "H", "H", "H", "H", "H", "H", "H"], "xyz": [[2.001, 0.408, -0.594], [0.614, 0.670, -0.727], [-0.054, 0.224, 0.395], [-1.192, -0.951, 0.136], [-1.965, 0.287, 0.106], [-2.639, 0.699, 1.040], [2.486, 0.731, -1.514], [2.175, -0.668, -0.445], [2.423, 0.951, 0.263], [0.034, 0.799, 1.321], [0.282, -0.784, 0.704], [-1.376, -1.626, 0.991], [-0.858, -1.470, -0.773], [-1.931, 0.730, -0.903]], "atomic_forces_ev_per_a": [[0.301, 0.001, -0.139], [-0.108, -0.093, 0.077], [1.822, -2.488, 0.975], [-1.493, 0.934, -0.411], [-2.095, -1.200, -0.574], [-0.009, 0.281, -0.102], [-0.021, 0.023, 0.090], [-0.002, 0.156, -0.060], [-0.045, -0.053, -0.161], [-0.782, 0.227, -0.468], [2.443, 0.630, 0.681], [0.277, 0.569, -0.318], [-0.358, 0.471, 0.235], [0.073, 0.542, 0.176]], "nbo_charge": [-0.2438, -0.5209, -0.1234, -0.4391, 0.3498, -0.6417, 0.1982, 0.1659, 0.1744, 0.2337, 0.2361, 0.2364, 0.2386, 0.1359]}

Entry 8:
{"formula": "C4H8O2", "method": "ωB97M-V with the def2-TZVPD basis set", "smiles": "OC[C@H]1C[C@H]1O", "e_lumo_ha": 0.028, "homo_lumo_gap_ev": 10.5, "homo_ev": -9.72, "charge": 0, "symbols": ["O", "C", "C", "C", "C", "O", "H", "H", "H", "H", "H", "H", "H", "H"], "xyz": [[0.081, -0.406, -2.091], [0.182, -1.232, -0.956], [-0.314, -0.645, 0.372], [0.588, 0.209, 1.234], [-0.627, 0.806, 0.595], [-0.463, 1.698, -0.479], [0.065, 0.515, -1.793], [1.222, -1.568, -0.817], [-0.408, -2.132, -1.169], [-0.970, -1.317, 0.923], [1.543, 0.485, 0.786], [0.614, 0.058, 2.309], [-1.486, 1.037, 1.225], [-0.028, 2.490, -0.140]], "atomic_forces_ev_per_a": [[-0.007, 0.212, -0.021], [0.046, -0.327, 0.292], [-0.069, -0.099, -0.096], [0.138, 0.027, 0.094], [-0.135, -0.141, 0.227], [0.129, 0.234, 0.072], [-0.029, -0.106, -0.092], [-0.133, 0.090, -0.051], [0.072, 0.131, 0.050], [0.109, 0.125, -0.117], [-0.167, -0.043, 0.052], [-0.040, 0.031, -0.189], [0.156, -0.041, -0.117], [-0.069, -0.095, -0.105]], "nbo_charge": [-0.7314, -0.0535, -0.2681, -0.4528, 0.0826, -0.7225, 0.4916, 0.1552, 0.1763, 0.2210, 0.2180, 0.2198, 0.1815, 0.4824]}

Entry 9:
{"formula": "C4H8O2", "method": "ωB97M-V with the def2-TZVPD basis set", "smiles": "CC(C)(O)C=O", "e_lumo_ha": 0.032, "homo_lumo_gap_ev": 11.1, "homo_ev": -10.24, "charge": 0, "symbols": ["C", "C", "C", "O", "C", "O", "H", "H", "H", "H", "H", "H", "H", "H"], "xyz": [[-1.083, -0.196, -0.929], [0.059, 0.171, 0.052], [-0.102, -0.542, 1.396], [-0.096, 1.550, 0.268], [1.413, -0.059, -0.583], [2.023, 0.864, -1.078], [-1.652, 0.680, -0.686], [-0.795, -0.150, -1.985], [-1.629, -1.128, -0.745], [0.593, -0.103, 2.116], [0.069, -1.626, 1.351], [-1.121, -0.385, 1.766], [0.515, 2.019, -0.321], [1.804, -1.095, -0.621]], "atomic_forces_ev_per_a": [[0.386, -0.288, -0.126], [-0.095, -0.561, 0.035], [0.062, 0.026, 0.072], [0.388, 0.669, 0.464], [0.111, 0.350, -0.281], [-0.067, -0.548, 0.207], [-1.245, -0.048, -0.464], [0.047, 0.021, 0.197], [0.269, 0.183, 0.130], [-0.064, -0.078, 0.002], [0.018, 0.265, -0.212], [0.181, 0.031, -0.089], [0.083, -0.120, 0.064], [-0.074, 0.096, -0.001]], "nbo_charge": [-0.6395, 0.1239, -0.6170, -0.7261, 0.4350, -0.5357, 0.2529, 0.2146, 0.2137, 0.2233, 0.2122, 0.2256, 0.4918, 0.1251]}

Entry 10:
{"formula": "C4H8O2", "method": "ωB97M-V with the def2-TZVPD basis set", "e_lumo_ha": 0.017, "homo_lumo_gap_ev": 9.4, "homo_ev": -8.91, "charge": 0, "symbols": ["O", "C", "C", "C", "C", "O", "H", "H", "H", "H", "H", "H", "H", "H"], "xyz": [[-1.959, 0.414, -0.466], [-1.033, -0.647, -0.523], [-0.090, 0.560, 2.060], [0.384, -0.224, -0.948], [1.258, 0.502, 0.087], [0.418, 1.194, 1.049], [-1.893, 0.848, 0.397], [-1.034, -1.225, 0.414], [-1.405, -1.318, -1.303], [0.383, -0.467, 2.056], [0.923, -1.128, -1.256], [0.268, 0.403, -1.837], [1.879, 1.269, -0.385], [1.902, -0.181, 0.655]], "atomic_forces_ev_per_a": [[-0.040, 0.246, 0.186], [0.197, -0.289, -0.044], [0.356, -0.003, -0.262], [-0.005, 0.008, -0.105], [0.056, -0.128, -0.070], [-0.256, -0.092, 0.313], [-0.002, -0.036, -0.215], [0.073, 0.104, -0.122], [0.058, 0.016, 0.121], [-0.073, 0.187, 0.118], [-0.040, 0.121, -0.035], [0.011, -0.047, 0.099], [-0.131, -0.148, 0.128], [-0.206, 0.060, -0.112]], "nbo_charge": [-0.7210, -0.0692, 0.1037, -0.4637, -0.0826, -0.4708, 0.4806, 0.1661, 0.1903, 0.0384, 0.2185, 0.2213, 0.2041, 0.1844]}

Entry 11:
{"formula": "C4H8O2", "method": "ωB97M-V with the def2-TZVPD basis set", "smiles": "OC[C@H]1C[C@H]1O", "e_lumo_ha": 0.030, "homo_lumo_gap_ev": 10.7, "homo_ev": -9.88, "charge": 0, "symbols": ["O", "C", "C", "C", "C", "O", "H", "H", "H", "H", "H", "H", "H", "H"], "xyz": [[0.617, -0.549, -1.632], [1.371, 0.192, -0.695], [0.479, 0.676, 0.451], [-0.948, 0.832, 0.005], [-0.569, -0.285, 0.930], [-0.512, -1.620, 0.439], [0.192, -1.231, -1.067], [1.807, 1.053, -1.218], [2.188, -0.434, -0.313], [0.937, 1.351, 1.175], [-0.952, 0.514, -1.041], [-1.609, 1.635, 0.319], [-0.854, -0.259, 1.980], [-1.399, -1.874, 0.146]], "atomic_forces_ev_per_a": [[0.348, -0.333, -0.123], [0.269, 0.088, 0.148], [0.162, -0.109, -0.050], [-0.154, 0.029, -0.026], [0.075, 0.087, 0.166], [-0.319, -0.089, 0.123], [0.305, 0.093, -0.622], [-0.073, -0.187, 0.105], [0.018, 0.181, 0.087], [-0.168, -0.213, -0.167], [-0.740, 0.353, 0.326], [0.189, -0.143, 0.031], [-0.029, 0.196, -0.212], [0.116, 0.046, 0.214]], "nbo_charge": [-0.7402, -0.0646, -0.2692, -0.4762, 0.0627, -0.7213, 0.4839, 0.1828, 0.1678, 0.2243, 0.2553, 0.2227, 0.1902, 0.4817]}

Entry 12:
{"formula": "C4H8O2", "method": "ωB97M-V with the def2-TZVPD basis set", "e_lumo_ha": 0.021, "homo_lumo_gap_ev": 10.2, "homo_ev": -9.66, "charge": 0, "symbols": ["O", "C", "C", "C", "O", "C", "H", "H", "H", "H", "H", "H", "H", "H"], "xyz": [[2.070, 1.177, -0.081], [1.252, 0.145, -0.135], [-0.155, 0.289, 0.387], [-1.095, 0.771, -0.735], [-1.707, -0.522, -0.832], [-1.008, -0.982, 0.331], [2.254, 0.033, 0.684], [1.775, -0.817, 0.829], [1.322, -0.551, -0.995], [-0.147, 0.873, 1.309], [-1.807, 1.544, -0.421], [-0.615, 1.081, -1.671], [-1.678, -1.124, 1.188], [-0.461, -1.916, 0.144]], "atomic_forces_ev_per_a": [[0.078, 0.166, -0.112], [-0.216, -0.250, -0.018], [0.069, 0.077, 0.095], [0.072, 0.370, -0.120], [-0.123, -0.084, -0.105], [0.105, -0.245, 0.235], [0.082, -0.123, 0.147], [-0.013, 0.107, -0.093], [-0.026, 0.115, 0.110], [-0.040, -0.096, -0.139], [0.097, -0.127, -0.036], [-0.075, -0.053, 0.143], [0.076, 0.032, -0.124], [-0.087, 0.111, 0.018]], "nbo_charge": [-0.7780, 0.1812, -0.3433, -0.0421, -0.5292, -0.0548, 0.4415, -0.0052, 0.1712, 0.2281, 0.1847, 0.1869, 0.1829, 0.1761]}

Number 1: E -307.5418 hartree. Number 2: E -307.5658 hartree. Number 3: E -307.6623 hartree. Number 4: E -307.5713 hartree. Number 5: E -307.6516 hartree. Number 6: E -307.6427 hartree. Number 7: E -307.5474 hartree. Number 8: E -307.6365 hartree. Number 9: E -307.6678 hartree. Number 10: E -307.5558 hartree. Number 11: E -307.6327 hartree. Number 12: E -307.4909 hartree.